{
  "formula": "C4H7NO2",
  "method": "ωB97M-V/def2-TZVPD",
  "e_homo_ha": -0.35796,
  "homo_lumo_gap_ev": 10.2838,
  "relative_energy_kcal_mol": 96.3,
  "species": ["C", "C", "C", "N", "C", "O", "O", "H", "H", "H", "H", "H", "H", "H"],
  "positions_angstrom": [[-1.19, -0.81, 0.57], [-0.16, 0.01, -0.97], [0.19, 1.32, -0.33], [0.99, 0.77, 0.76], [1.74, -0.24, 0.17], [2.71, -0.85, 0.49], [0.98, -0.69, -1.02], [-1.29, -0.87, 1.68], [-1.02, -1.84, 0.26], [-2.17, -0.47, 0.24], [-0.82, -0.12, -1.84], [-0.68, 1.85, 0.05], [0.76, 1.95, -1.02], [-0.03, -0.01, 0.97]]
}